The following is a quantum chemistry calculation of a single C5H7Cl2N molecule, from the Open Molecules 2025 dataset.

As for the HOMO energy: -0.32993 hartree. As for the spin multiplicity: 1. Its gap between HOMO and LUMO is 9.644 eV. The energy above the lowest of the compared OMol25 structures with the same formula, charge and spin comes out at 87.6 kcal per mole. The calculated total energy comes out at -1169.69244 Ha.

XYZ file:
```
15
Properties=species:S:1:pos:R:3:nbo_charge:R:1
Cl 0.9997 0.8208 1.7693 -0.056
C 0.3965 -0.1280 0.3067 0.003
Cl 1.4952 -1.4862 -0.0996 -0.025
C 0.2520 0.8219 -1.1093 -0.451
C -1.1596 1.1555 -1.1266 -0.156
N -2.4056 0.5491 -1.6385 -0.521
C -1.6234 -0.3080 -0.7643 -0.042
C -1.1965 -0.5760 0.6716 -0.435
H 0.9014 1.7854 -1.1189 0.233
H 0.7262 0.2119 -1.8628 0.235
H -1.4217 1.9789 -0.3354 0.201
H -2.2731 0.1716 -2.6494 0.367
H -0.9403 -1.0722 -1.3674 0.175
H -1.0641 -1.5555 1.0846 0.235
H -1.5178 0.1550 1.4651 0.239
```


The following is a quantum chemistry calculation of 2 unconnected molecules or ions with the total composition C2H9N2S, from the Open Molecules 2025 dataset.

Its total charge is +1. As for the HOMO energy: -0.51366 hartree. As for the spin multiplicity: 1. Its gap between HOMO and LUMO is 10.235 eV. The energy above the lowest of the compared OMol25 structures with the same formula, charge and spin comes out at 39.5 kcal per mole. The calculated total energy comes out at -589.00689 Ha.

XYZ file:
```
14
Properties=species:S:1:pos:R:3:nbo_charge:R:1
C 2.0930 0.0773 0.4332 -0.897
C -0.1168 -0.0588 -1.0927 0.054
N -0.1330 -1.2763 -0.6465 -0.716
N -1.5817 1.1758 0.3562 -1.062
S 1.2229 0.9370 -0.7741 0.479
H 2.8471 -0.6642 0.1872 0.274
H 1.3177 -0.1812 1.2425 0.244
H 2.8507 0.7055 0.9844 0.311
H -0.8660 0.2405 -1.8583 0.277
H 0.6643 -1.4994 0.0957 0.439
H -0.8725 -1.9685 -0.8542 0.447
H -2.4632 0.7522 0.3743 0.375
H -1.5305 1.0936 1.3358 0.376
H -1.6118 2.2094 0.1249 0.399
```


The following is a quantum chemistry calculation of a molecular structure, C33H93FN16O11P5Ti, from the Open Molecules 2025 dataset.

As for the HOMO energy (spin up / spin down): -0.17543 / -0.30032 hartree. As for the spin multiplicity: 4. Its gap between HOMO and LUMO (spin up / spin down) is 4.922 / 8.279 eV. The energy above the lowest of the compared OMol25 structures with the same formula, charge and spin comes out at 0.0 kcal per mole. The calculated total energy comes out at -5673.04003 Ha.

XYZ file:
```
160
Properties=species:S:1:pos:R:3:lowdin_spin:R:1
Ti 1.0908 -0.8199 3.0614 2.563
N -0.7195 -0.6770 0.9174 0.021
O -0.8300 -1.3616 1.9607 0.063
O 0.4324 -0.6401 0.4380 0.036
O -1.7035 -0.2288 0.3126 0.016
C -3.5398 -0.6703 3.1094 0.006
C -4.3288 0.5835 3.5251 0.001
O -5.3450 0.0820 4.2980 0.000
C -5.1587 -1.2380 4.5844 0.000
O -5.9027 -1.7675 5.3494 0.000
O -4.0933 -1.7161 3.9463 0.003
F -4.7743 1.1749 2.3585 0.000
H -2.5026 -0.6471 3.4454 0.014
H -3.5521 -0.7820 2.0280 0.000
H -3.6094 1.2586 3.9901 0.001
O 2.6924 2.2192 -3.9714 0.000
P 1.8912 0.9717 -4.0655 0.000
N 2.6171 -0.2585 -3.1880 0.000
C 4.0149 -0.0750 -2.8513 0.000
C 2.1912 -1.6482 -3.1084 0.000
N 2.0275 0.4237 -5.6565 0.000
C 3.0793 0.9090 -6.5485 0.000
C 1.3949 -0.7925 -6.1571 0.000
N 0.2468 0.9411 -3.7660 0.000
C -0.7258 1.1882 -4.8256 0.000
C -0.3340 0.4022 -2.5409 0.000
H 4.3730 -0.9981 -2.3977 0.000
H 4.1924 0.8492 -2.2981 0.000
H 4.6815 0.0735 -3.7164 0.000
H 2.5778 -2.1491 -2.2198 0.000
H 2.5619 -2.2658 -3.9356 0.000
H 1.1063 -1.7167 -3.1552 0.000
H 2.9485 0.6400 -7.5948 0.000
H 3.2507 1.9796 -6.4614 0.000
H 3.9993 0.4390 -6.1774 0.000
H 2.1222 -1.6117 -6.1900 0.000
H 0.6343 -1.2238 -5.5041 0.000
H 0.9599 -0.5446 -7.1244 0.000
H -1.6130 1.5262 -4.2862 0.000
H -0.3322 1.9851 -5.4555 0.000
H -1.0752 0.3200 -5.3953 0.000
H 0.2941 0.6873 -1.6971 0.000
H -0.3671 -0.6941 -2.5347 0.000
H -1.3597 0.6772 -2.2956 0.000
O 1.6209 1.3019 3.2028 0.099
P 2.4192 2.5492 3.1254 0.012
N 1.9580 3.8695 4.0576 0.001
C 2.8074 4.3361 5.1536 0.000
C 0.6196 4.4081 4.0187 0.001
N 2.2138 3.1453 1.5208 0.001
C 2.1688 2.2052 0.4262 0.004
C 2.6401 4.5087 1.2523 0.000
N 4.0458 2.3262 3.3755 0.001
C 4.4773 1.1837 4.1708 0.007
C 5.1314 3.2580 2.9692 0.000
H 2.1893 4.5307 6.0278 0.000
H 3.4592 5.1583 4.8494 0.000
H 3.5105 3.5604 5.4653 0.000
H 0.1401 4.0896 3.0942 0.000
H 0.6121 5.4988 4.0939 0.000
H -0.0196 4.1018 4.8550 0.001
H 3.1541 1.9758 -0.0122 0.000
H 1.8334 1.2047 0.6915 0.004
H 1.5640 2.6078 -0.3891 0.000
H 1.8190 5.1882 1.0007 0.000
H 3.1660 4.8707 2.1308 0.000
H 3.2900 4.5198 0.3703 0.000
H 3.5454 0.7317 4.5274 0.012
H 4.9901 0.3876 3.6244 0.001
H 5.0302 1.3754 5.0949 0.000
H 5.0292 3.3034 1.8818 0.000
H 6.1099 2.8420 3.1762 0.000
H 4.8995 4.2253 3.4095 0.000
O 2.7887 -2.4200 3.0206 0.088
P 3.4142 -3.5275 2.2467 0.008
N 4.4973 -2.9069 1.1270 0.001
C 5.6498 -3.6894 0.6880 0.000
C 4.4528 -1.4666 0.8299 0.005
N 2.4278 -4.4511 1.2438 0.001
C 2.7301 -5.6881 0.5430 0.000
C 1.0180 -4.1405 1.0841 0.007
N 4.3205 -4.5669 3.2226 0.001
C 4.3053 -6.0041 3.1847 0.000
C 5.3600 -3.9709 4.1209 0.001
H 6.5182 -3.4135 1.2979 0.000
H 5.9288 -3.3632 -0.3160 0.000
H 5.4164 -4.7465 0.7315 0.000
H 3.4762 -1.2298 0.3984 0.002
H 5.1705 -1.2717 0.0327 0.000
H 4.6183 -0.7969 1.6737 0.002
H 3.6539 -6.2157 0.7568 0.000
H 1.9082 -6.3853 0.7261 0.000
H 2.8041 -5.5640 -0.5446 0.000
H 0.6715 -4.2126 0.0506 0.000
H 0.4083 -4.8675 1.6375 0.000
H 0.8037 -3.1366 1.4528 0.006
H 4.7540 -6.4693 2.2977 0.000
H 5.0893 -6.3984 3.8448 0.000
H 3.3471 -6.3999 3.5187 0.000
H 6.3346 -4.3900 3.8718 0.000
H 5.1459 -4.2940 5.1387 0.000
H 5.2255 -2.9079 3.9364 0.001
O -3.1636 6.7284 -1.0342 0.000
P -2.5638 5.5109 -1.6027 0.000
N -1.9761 4.3669 -0.5050 0.000
C -2.6048 3.0728 -0.2808 0.000
C -1.0324 4.7038 0.5727 0.000
N -1.2302 5.6558 -2.6687 0.000
C -1.4217 6.5883 -3.7616 0.000
C -0.1444 4.6749 -2.7581 0.000
N -3.7341 4.7117 -2.5208 0.000
C -3.4725 3.6490 -3.4974 0.000
C -5.1292 4.6723 -2.0945 0.000
H -3.2873 2.7557 -1.0641 0.000
H -3.1497 3.0427 0.6673 0.000
H -1.8538 2.2769 -0.2846 0.000
H -1.6076 5.2624 1.3156 0.000
H -0.2543 5.3565 0.1738 0.000
H -0.5649 3.8150 0.9918 0.000
H -1.8312 6.1191 -4.6648 0.000
H -2.0214 7.4543 -3.4855 0.000
H -0.4865 7.0340 -4.1191 0.000
H 0.6246 5.1842 -3.3377 0.000
H 0.3207 4.5397 -1.7813 0.000
H -0.5754 3.7537 -3.1479 0.000
H -3.6238 2.6874 -3.0038 0.000
H -4.0603 3.7673 -4.4082 0.000
H -2.4387 3.7516 -3.8294 0.000
H -5.7674 5.0299 -2.9091 0.000
H -5.2402 5.4056 -1.2958 0.000
H -5.4795 3.6721 -1.8267 0.000
O -5.6994 -5.5189 -0.4299 0.000
P -4.9458 -4.2927 -0.1102 0.000
N -5.7168 -3.3085 1.0227 0.000
C -6.3277 -4.0294 2.1467 0.000
C -6.1440 -1.9339 0.7844 0.000
N -4.6514 -3.3290 -1.4463 0.000
C -3.6596 -2.2763 -1.6191 0.000
C -5.5962 -3.5278 -2.5610 0.000
N -3.4404 -4.6561 0.6080 0.000
C -2.6436 -3.6372 1.2729 0.000
C -2.6892 -5.7462 -0.0083 0.000
H -5.8268 -4.9848 2.2897 0.000
H -7.3635 -4.2762 1.8955 0.000
H -6.2344 -3.3754 3.0127 0.000
H -6.3355 -1.4560 1.7442 0.000
H -7.0043 -1.8782 0.1128 0.000
H -5.3573 -1.3587 0.2956 0.000
H -3.6657 -1.6247 -0.7461 0.000
H -2.6508 -2.6955 -1.7250 0.000
H -3.7420 -1.7037 -2.5422 0.000
H -6.6033 -3.2626 -2.2205 0.000
H -5.2802 -2.9361 -3.4152 0.000
H -5.7319 -4.5621 -2.8821 0.000
H -3.3408 -3.0230 1.8440 0.000
H -1.7258 -3.9472 1.7596 0.000
H -2.3756 -2.8753 0.5230 0.000
H -1.9527 -6.1964 0.6526 0.000
H -2.3380 -5.4419 -1.0031 0.000
H -3.3649 -6.5619 -0.2825 0.000
```


The following is a quantum chemistry calculation of a molecular structure, C2CoO4, from the Open Molecules 2025 dataset.

As for the HOMO energy (spin up / spin down): -0.33462 / -0.34003 hartree. As for the spin multiplicity: 4. Its gap between HOMO and LUMO (spin up / spin down) is 8.008 / 7.643 eV. The calculated total energy comes out at -1759.86673 Ha.

XYZ file:
```
7
Properties=species:S:1:pos:R:3:nbo_charge:R:1
O 0.8631 -1.2643 -2.0248 -0.644
C 1.9454 -1.3946 -2.3442 0.671
O 0.5792 0.4790 0.6066 -0.841
O -1.5248 -0.1637 0.9079 -0.820
C -0.5740 0.6595 1.3168 0.893
O -0.8401 1.7422 1.8571 -0.631
Co -0.4831 -0.4677 -0.6202 1.373
```


The following is a quantum chemistry calculation of 6 unconnected molecules or ions with the total composition C28H72N4O10, from the Open Molecules 2025 dataset.

As for the HOMO energy: -0.30249 hartree. As for the spin multiplicity: 1. Its gap between HOMO and LUMO is 8.807 eV. The energy above the lowest of the compared OMol25 structures with the same formula, charge and spin comes out at 162.4 kcal per mole. The calculated total energy comes out at -2081.04518 Ha.

XYZ file:
```
114
Properties=species:S:1:pos:R:3:mulliken_charge:R:1
C -18.4897 -29.3114 -2.7176 -0.741
O -18.7002 -30.1636 -1.5530 -0.335
C -19.8944 -30.2532 -1.0358 -0.615
C -20.1052 -31.6223 -0.2700 -0.568
N -20.0522 -32.7550 -1.1850 -0.197
C -20.5076 -34.0947 -0.7905 -0.526
C -19.6653 -35.2859 -1.3065 -0.600
O -19.9623 -36.4584 -0.5190 -0.312
C -19.2185 -37.5793 -0.9346 -0.714
H -17.4171 -29.1824 -2.8618 0.259
H -18.8581 -28.3114 -2.4886 0.321
H -18.8791 -29.7389 -3.6416 0.296
H -20.6767 -30.2803 -1.7944 0.327
H -20.1362 -29.3562 -0.4659 0.449
H -21.0568 -31.6347 0.2613 0.410
H -19.2729 -31.6911 0.4305 0.296
H -19.2304 -32.7607 -1.7721 0.182
H -21.4870 -34.2555 -1.2411 0.168
H -20.5486 -34.2168 0.2919 0.343
H -18.6125 -35.0071 -1.2621 0.368
H -19.8178 -35.4380 -2.3750 0.348
H -19.3187 -37.6433 -2.0180 0.318
H -19.7549 -38.4777 -0.6294 0.267
H -18.2019 -37.5278 -0.5448 0.254
C -28.1323 -36.5612 -7.8433 -0.763
O -27.4964 -35.6075 -6.9578 -0.360
C -28.5563 -34.7928 -6.3614 -0.374
C -28.0569 -33.6956 -5.3909 -0.697
N -29.0444 -33.3732 -4.4036 -0.368
C -29.0193 -34.3384 -3.2472 -0.723
C -30.2850 -34.1861 -2.3827 -0.581
O -31.3199 -34.3826 -3.3082 -0.338
C -32.6253 -34.2744 -2.7139 -0.834
H -27.3383 -37.1907 -8.2448 0.279
H -28.8390 -36.1035 -8.5355 0.296
H -28.7305 -37.3347 -7.3617 0.315
H -29.2527 -35.4893 -5.8944 0.334
H -29.2304 -34.3579 -7.0994 0.354
H -27.7932 -32.8130 -5.9736 0.321
H -27.1976 -34.1441 -4.8924 0.341
H -30.0347 -33.5313 -4.5239 0.362
H -28.1782 -34.1703 -2.5745 0.370
H -28.8453 -35.3314 -3.6616 0.389
H -30.4086 -33.2249 -1.8838 0.375
H -30.2796 -34.9647 -1.6199 0.404
H -33.3341 -34.6028 -3.4741 0.242
H -32.7922 -33.2307 -2.4477 0.341
H -32.7509 -34.6506 -1.6987 0.314
C -30.3873 -22.2166 8.2125 -0.837
O -30.1241 -22.6919 6.8654 -0.344
C -30.4601 -21.6863 5.9478 -0.765
C -29.7205 -21.9182 4.6921 -0.512
N -28.2112 -21.7307 4.8298 -0.222
C -27.4121 -21.7008 3.6584 -0.644
C -27.4109 -20.3050 3.0060 -0.476
O -26.7589 -20.2291 1.7425 -0.370
C -27.6358 -20.8708 0.7614 -0.772
H -30.0657 -23.0578 8.8265 0.312
H -31.3329 -21.7237 8.4385 0.314
H -29.5814 -21.5816 8.5805 0.334
H -30.3054 -20.6671 6.3019 0.439
H -31.5383 -21.7867 5.8238 0.386
H -30.1829 -21.2118 4.0027 0.353
H -30.0588 -22.8981 4.3553 0.322
H -27.7831 -22.3316 5.5196 0.226
H -27.6581 -22.5250 2.9888 0.383
H -26.3639 -21.7950 3.9419 0.347
H -26.8238 -19.6842 3.6827 0.316
H -28.3539 -19.7917 2.8181 0.326
H -27.1122 -21.3655 -0.0566 0.287
H -28.2618 -20.1339 0.2583 0.301
H -28.3929 -21.5674 1.1216 0.298
C -22.1365 -16.8419 -8.3558 -0.810
O -22.3916 -18.0569 -7.6045 -0.310
C -21.9778 -19.2612 -8.2654 -0.405
C -22.1174 -20.4474 -7.2530 -0.675
N -22.0510 -21.7089 -7.9325 -0.131
C -21.8985 -22.8850 -7.0958 -0.353
C -21.9493 -24.0882 -7.9562 -0.779
O -23.2667 -24.4917 -8.4378 -0.321
C -23.7756 -23.7765 -9.5651 -0.747
H -21.1463 -16.6037 -8.7441 0.319
H -22.1581 -16.0811 -7.5755 0.294
H -23.0135 -16.5495 -8.9332 0.303
H -20.9189 -19.2012 -8.5171 0.287
H -22.5383 -19.3208 -9.1983 0.324
H -23.0133 -20.4910 -6.6337 0.363
H -21.3139 -20.3714 -6.5204 0.263
H -22.6711 -21.8009 -8.7244 0.118
H -22.6610 -22.9206 -6.3177 0.336
H -20.8841 -22.9183 -6.6985 0.296
H -21.6687 -25.0004 -7.4296 0.364
H -21.2045 -23.9657 -8.7425 0.384
H -23.2305 -23.9114 -10.4993 0.310
H -23.9848 -22.7254 -9.3660 0.312
H -24.6906 -24.3188 -9.8032 0.257
C -31.1763 -28.6161 -4.9792 -0.987
C -30.5642 -28.5199 -6.3411 -0.136
O -29.5005 -27.5555 -6.3098 -0.517
H -32.2031 -28.9685 -5.0776 0.324
H -31.2089 -27.7213 -4.3578 0.311
H -30.7301 -29.4559 -4.4466 0.271
H -31.2413 -28.2242 -7.1425 0.276
H -30.1511 -29.4748 -6.6662 0.184
H -28.8513 -27.8069 -5.6488 0.269
C -25.5962 -26.0644 -3.5337 -1.170
C -25.0294 -27.4064 -3.4933 -0.016
O -26.1315 -28.1989 -3.9544 -0.493
H -26.4167 -25.7993 -2.8669 0.313
H -26.0136 -25.8231 -4.5113 0.293
H -24.8392 -25.2832 -3.4636 0.346
H -24.6382 -27.6668 -2.5098 0.283
H -24.2861 -27.5122 -4.2835 0.186
H -26.2028 -29.1075 -3.6527 0.264
```